a:
A 3-piece molecular cluster, C5H15N3O overall. Source: OMol25; level of theory: ωB97M-V/def2-TZVPD.

Geometry as ORCA input:
```
! wB97M-V def2-TZVPD RIJCOSX def2/J DEFGRID3
* xyz 0 1
C 0.48453 -0.39640 1.56097
C 1.54614 -1.29258 0.99552
N 0.94439 0.73562 2.21813
N -0.57160 -1.01311 2.20711
H -0.24870 -0.11028 0.00551
H 1.81447 1.11929 1.86047
H 0.31292 1.52857 2.22422
H -0.74516 -2.00787 2.22671
H -1.35155 -0.40456 2.42597
H 2.22088 -1.63756 1.78527
H 2.12972 -0.74550 0.25495
H 1.12826 -2.19353 0.54599
C -1.21292 -0.01376 -1.87659
C -0.12507 -0.71052 -2.64395
C -0.16522 1.13310 -0.40425
N -1.08971 2.09408 0.03506
O 0.98041 1.47249 -0.69172
H -2.06013 1.91951 -0.17959
H -0.82717 3.04228 -0.19990
H -1.99124 -0.65780 -1.46672
H -1.68164 0.82080 -2.39622
H -0.45480 -1.00287 -3.64907
H 0.75887 -0.06909 -2.71912
H 0.20432 -1.61032 -2.11875
*
```

The calculation puts the LUMO energy (alpha / beta) at 0.59 / 0.59 eV. Its highest occupied orbital energy (alpha / beta) is -0.234 / -0.234 Ha.

b:
One molecule with the formula C5H15N3O. Source: OMol25; level of theory: ωB97M-V/def2-TZVPD.

Geometry as ORCA input:
```
! wB97M-V def2-TZVPD RIJCOSX def2/J DEFGRID3
* xyz 0 1
C 0.97460 -2.12004 -0.96435
N 1.25283 -1.04854 -0.02823
C 0.30221 -0.74811 1.03338
N -0.90395 -1.54106 0.91606
O 0.90769 -1.03427 2.29624
N 0.06805 0.66370 0.96589
C -0.14269 1.18920 -0.52524
C 0.19587 2.67085 -0.46708
C -1.57795 0.93695 -0.96696
H 0.97181 -3.11586 -0.50172
H 1.74025 -2.09516 -1.74048
H 0.00728 -1.94026 -1.42800
H 2.17009 -1.16284 0.38799
H -1.57033 -1.22710 1.61319
H -0.69412 -2.51133 1.12527
H 1.41684 -0.25524 2.54814
H -0.71782 0.91406 1.55854
H 0.53841 0.70789 -1.22790
H 0.09756 3.10916 -1.46018
H 1.22180 2.80698 -0.13429
H -0.46726 3.18475 0.22498
H -2.27037 1.49010 -0.33395
H -1.81052 -0.12286 -0.88834
H -1.71025 1.24904 -2.00295
*
```

The calculation puts the LUMO energy at 0.92 eV. Its highest occupied orbital energy is -0.322 Ha. As for the SMILES: CN[C@@](N)(O)NC(C)C.

c:
One molecule with the formula C5H15N3O. Source: OMol25; level of theory: ωB97M-V/def2-TZVPD.

Geometry as ORCA input:
```
! wB97M-V def2-TZVPD RIJCOSX def2/J DEFGRID3
* xyz 0 1
C 3.07982 1.44422 0.32551
N 1.63613 1.54167 0.23425
N 1.03470 0.32533 -0.02537
O 1.20285 -0.04534 -1.43086
C -0.40204 0.35390 0.30364
N -1.22970 1.18356 -0.53493
C -0.93794 -1.09124 0.37158
C -2.07866 -1.15570 1.38459
C -1.42350 -1.62176 -0.97640
H 3.46158 2.39953 0.67961
H 3.31641 0.67015 1.05322
H 3.56338 1.19835 -0.62831
H 1.36755 2.27263 -0.42951
H 1.75437 -0.83518 -1.41400
H -0.41555 0.77154 1.31702
H -0.98666 2.16142 -0.42640
H -1.09745 0.92510 -1.50687
H -0.11041 -1.71511 0.72523
H -1.72883 -0.89257 2.37988
H -2.86185 -0.45977 1.09565
H -2.49656 -2.15905 1.41950
H -2.31540 -1.08422 -1.28702
H -0.66176 -1.51000 -1.74264
H -1.67046 -2.67747 -0.88739
*
```

The calculation puts the LUMO energy at 0.89 eV. Its highest occupied orbital energy is -0.333 Ha. As for the SMILES: CNN(O)[C@@H](N)C(C)C.

Short version: b, c, a, most stable first.